DFT (wB97M-V/def2-TZVPD) results for a 2-piece molecular cluster, C2H5I2N overall at a distorted geometry.

Each line ends with the Mulliken charge.
Element x y z (Å)
H  0.945  0.996  1.710  0.290
I  -2.513  -1.281  0.034  -0.367
H  0.144  -0.884  -2.069  0.276
N  0.817  -0.019  -0.137  -0.302
C  -0.054  -0.150  -1.173  -0.497
H  -0.670  0.058  1.296  0.169
H  -0.088  1.694  0.589  0.324
I  2.068  -1.746  0.184  0.269
C  0.205  0.707  0.932  -0.583
H  -0.854  0.625  -1.366  0.420

Values from the calculation:
ΔE to the lowest compared entry with this formula, charge and spin: 25.3 kcal per mole
LUMO energy: -1.98 eV
gap between HOMO and LUMO: 6.1961 eV
calculated total energy: -19844.2651 eV
multiplicity: 1
HOMO: -8.18 eV

DFT (wB97M-V/def2-TZVPD) results for C39H72N12O3S2Si2 as an isolated structure at a distorted geometry.

Each line ends with the Mulliken charge.
Element x y z (Å)
H  2.570  -4.059  5.142  0.286
H  4.123  3.378  -1.854  0.259
H  7.699  1.452  2.335  0.249
C  7.706  -0.935  6.332  -0.729
H  6.997  -5.327  -0.650  0.324
O  -5.038  4.831  -0.305  -0.270
C  -0.205  6.031  1.355  -0.793
C  -9.206  0.300  1.185  -1.115
H  4.707  0.806  1.845  0.281
H  -3.143  -0.178  -2.730  0.370
H  -1.372  -1.734  -1.740  -0.164
C  -2.407  0.334  -1.977  -0.619
H  8.444  1.322  3.927  0.208
H  -1.893  -3.786  -3.684  0.266
H  -14.487  0.097  0.462  0.293
C  4.633  1.575  -0.546  -0.219
N  -12.153  -1.621  1.833  -0.389
N  4.707  -6.116  -2.751  -0.456
C  7.874  1.990  3.272  -0.778
H  5.743  -4.100  -0.483  0.195
S  2.879  -1.084  0.636  -0.055
C  7.383  6.135  6.701  0.325
H  6.911  -3.992  -1.798  0.269
N  4.216  -10.078  -12.360  -0.366
C  -1.720  -0.832  -1.044  -0.247
H  0.003  -1.301  0.373  0.307
H  -9.160  -0.547  1.996  0.182
C  6.305  -4.692  -1.213  -0.753
C  -6.068  -2.395  2.085  0.438
N  5.091  -8.263  -6.632  -0.445
H  8.520  2.843  3.039  0.329
H  -5.777  -2.489  4.198  0.329
H  -0.944  0.267  0.816  0.305
C  -3.964  5.545  -1.012  -0.579
H  -8.092  1.846  3.302  0.299
C  -0.117  -4.155  -2.558  0.364
N  0.788  -3.787  -1.926  -0.378
H  -13.601  -0.660  -0.861  0.267
C  -2.531  5.602  -0.151  -0.045
H  3.300  1.296  3.918  0.229
C  -6.394  -1.971  3.456  -0.769
C  2.280  -3.966  3.029  0.342
H  -6.234  -0.896  3.596  0.227
C  3.192  -1.935  -2.837  -0.103
H  2.374  2.778  3.205  0.227
C  -13.483  -0.147  0.099  -0.794
C  -0.486  -0.319  -0.095  -0.392
H  2.114  -2.467  4.540  0.214
H  -2.202  2.079  0.123  -0.203
H  4.795  -8.822  -9.467  0.218
C  -1.346  7.205  1.266  -0.320
H  -3.680  5.109  -2.060  0.321
C  -7.772  1.148  1.047  0.752
N  3.370  1.709  0.332  0.061
N  -5.810  -2.731  1.001  -0.457
H  -8.756  3.027  1.990  0.317
H  0.224  5.876  0.251  0.237
H  0.707  6.500  1.965  0.314
C  2.771  1.692  2.924  -0.880
N  8.290  -1.695  3.876  -0.411
Si  -3.147  1.822  -0.994  0.480
C  3.917  1.693  1.748  -0.308
H  -4.326  6.671  -1.160  0.253
H  -0.901  8.178  0.737  0.219
H  4.142  -1.693  -2.349  0.177
H  8.323  -1.453  7.073  0.307
O  -4.713  1.513  -0.256  -0.066
H  -5.733  4.460  -2.398  0.301
H  -6.038  1.749  -2.534  -0.215
H  -7.031  4.617  -1.040  0.269
H  -1.690  5.695  -0.983  0.236
H  5.693  -5.722  -4.773  0.076
H  -1.901  -5.304  -2.789  0.283
H  3.624  1.627  -2.590  0.171
H  -6.851  0.421  1.149  0.075
C  5.103  -7.175  -6.222  0.316
H  -12.973  0.801  -0.101  0.262
H  5.607  6.504  5.574  0.301
N  5.615  2.757  4.393  -0.447
C  2.490  0.498  0.045  -0.293
H  0.907  -3.747  4.649  0.277
C  -5.943  4.183  -1.270  -0.413
H  -8.417  1.193  -1.221  0.311
C  -7.800  1.843  -0.437  -0.758
H  5.566  -5.100  -6.417  0.351
H  -0.578  5.010  1.791  0.242
N  3.564  -2.949  -5.241  -0.502
H  -1.523  0.784  -2.640  0.241
H  -8.426  2.852  -0.323  0.280
H  -6.864  2.948  2.322  0.283
H  2.661  -2.633  -2.181  0.172
C  3.400  -2.502  -4.180  0.131
H  6.562  5.137  5.001  0.074
C  5.412  -5.487  -2.072  0.462
H  1.871  0.971  2.725  0.256
C  8.032  -1.359  4.960  0.353
O  -2.645  6.778  0.725  -0.316
H  6.659  -1.141  6.581  0.255
C  -12.740  -0.970  1.068  0.383
H  -2.579  -1.259  -0.353  0.282
C  6.612  2.418  3.898  0.486
C  5.118  -5.797  -5.701  -0.514
H  -2.420  4.588  0.462  0.030
H  -0.938  -5.153  -4.257  0.306
C  4.052  -9.631  -11.298  0.282
C  -1.263  -4.620  -3.357  -0.851
H  4.985  0.461  -0.662  0.236
H  2.603  -1.013  -2.873  0.180
C  3.845  -9.065  -9.955  -0.667
Si  -6.031  2.263  -1.145  0.339
H  3.313  -9.763  -9.299  0.262
C  6.237  5.670  5.901  -0.612
H  -7.441  -2.176  3.705  0.273
N  2.538  -4.301  1.945  -0.355
C  1.954  -3.541  4.400  -0.739
C  -7.838  2.305  2.232  -1.178
S  0.891  0.577  -0.997  -0.287
H  -1.555  7.548  2.390  0.251
C  4.467  2.256  -2.030  -0.917
H  3.255  -8.143  -9.991  0.261
H  7.866  0.140  6.472  0.259
H  5.490  2.168  0.006  0.281
H  -10.040  1.077  1.536  0.216
H  4.107  -5.435  -5.486  0.187
H  5.497  2.234  -2.632  0.331
H  -9.556  -0.141  0.156  0.297
H  4.559  2.685  1.918  0.330
H  5.599  4.985  6.469  0.255
N  8.288  6.502  7.332  -0.368
H  -3.196  2.992  -1.871  -0.207

Values from the calculation:
ΔE to the lowest compared entry with this formula, charge and spin: 214.3 kcal per mole
LUMO energy: -1.06 eV
gap between HOMO and LUMO: 7.7240 eV
calculated total energy: -103048.7249 eV
multiplicity: 1
HOMO: -8.78 eV

DFT (wB97M-V/def2-TZVPD) results for a 3-piece molecular cluster, C22H37F2NO7 overall.

Each line ends with the Mulliken charge.
Element x y z (Å)
C  4.460  0.281  1.455  -0.917
H  0.220  1.781  1.637  0.513
H  3.412  -1.075  -0.662  -0.560
N  -4.617  -1.492  1.049  -0.373
H  1.116  2.271  -6.094  0.282
C  2.076  0.975  0.847  -0.107
F  1.835  4.057  -5.598  -0.297
C  4.270  -1.655  -0.316  0.354
C  5.169  -0.744  0.531  -0.756
C  1.900  1.468  -3.486  0.505
O  -3.810  3.328  -0.474  -0.285
H  0.429  3.859  -3.575  0.286
C  1.391  2.840  -5.205  0.314
F  -6.947  2.175  0.319  -0.278
O  2.429  2.163  -4.529  -0.361
O  0.606  1.818  -3.305  -0.135
H  3.932  -4.303  2.031  0.409
C  -2.229  -1.451  1.495  1.346
H  -4.880  -2.342  0.560  0.318
H  -4.564  1.512  0.183  -0.080
C  2.958  0.085  1.720  0.082
H  2.729  0.286  2.771  0.480
C  -3.353  -1.070  0.539  -0.213
H  -0.985  -3.191  1.551  0.555
C  -4.427  -1.681  2.497  -0.569
C  -4.741  2.249  -0.599  -0.045
H  4.818  -1.912  -1.224  0.554
H  3.559  -2.643  2.479  0.241
H  -1.623  -0.580  1.751  -0.023
H  5.852  -1.358  1.120  0.237
H  4.149  -3.814  -0.272  0.442
H  0.352  -2.775  -0.491  0.579
O  -5.704  4.052  0.435  -0.334
H  0.083  1.396  -0.846  0.362
C  -0.148  -0.722  -0.799  -0.495
H  -1.319  0.889  0.065  -0.120
O  -3.826  5.288  0.638  -0.517
H  2.675  -0.956  1.546  -0.633
C  -0.267  0.655  -0.120  -0.401
H  -4.651  -0.723  2.973  0.242
C  0.567  0.869  1.146  -0.952
C  4.134  -3.259  1.786  -1.234
H  -2.598  -1.590  3.654  0.392
H  0.728  -0.716  -1.451  0.470
H  -2.792  -3.109  2.795  0.358
H  -0.704  2.849  -4.522  0.259
C  -2.955  -2.031  2.722  -1.131
O  -3.237  -0.526  -0.526  -0.514
C  -6.068  2.946  -0.365  0.297
H  2.404  2.012  0.976  0.406
H  -1.018  -0.848  -1.449  0.528
C  -1.309  -2.477  0.789  -1.604
C  0.309  2.935  -4.143  -0.473
H  2.683  -3.028  0.230  -0.079
H  5.190  -3.082  1.988  0.302
H  2.246  0.730  -0.206  -0.169
H  4.583  1.273  1.010  0.372
H  -5.137  -2.409  2.887  0.412
O  2.488  0.664  -2.844  -0.412
C  -0.042  -1.950  0.109  -0.204
H  0.710  -1.769  0.883  -0.194
H  -4.633  1.778  -1.570  0.316
C  -4.381  4.318  0.244  0.610
H  5.811  -0.186  -0.153  0.486
C  3.770  -2.981  0.325  -0.131
H  -1.908  -3.053  0.075  0.273
H  0.401  0.064  1.872  0.450
H  -6.564  3.311  -1.266  0.247
H  4.992  0.322  2.408  0.319

Values from the calculation:
ΔE to the lowest compared entry with this formula, charge and spin: 0.0 kcal per mole
LUMO energy: 0.51 eV
gap between HOMO and LUMO: 10.4777 eV
calculated total energy: -44672.1510 eV
multiplicity: 1
HOMO: -9.97 eV

DFT (wB97M-V/def2-TZVPD) results for C49H52KN15O4S as an isolated structure.

Each line ends with the Mulliken charge.
Element x y z (Å)
H  -7.574  -0.992  3.539  0.369
C  -1.865  3.401  0.394  -0.589
N  2.440  1.041  0.375  2.275
N  -1.076  2.471  0.932  1.197
C  1.263  -5.559  -0.939  -0.946
H  -6.039  -4.852  -0.461  0.378
H  -2.332  -0.568  4.773  0.414
H  4.180  -2.606  -1.655  0.484
H  5.034  1.129  -1.442  0.411
H  2.132  0.249  2.953  0.076
C  -2.263  4.539  1.083  -0.622
O  -5.796  2.179  -0.182  -0.242
N  -1.834  1.083  -2.260  -0.294
H  -5.802  -2.397  -0.214  0.497
C  1.587  -3.368  -1.918  1.575
N  -2.571  2.633  -3.661  -0.934
C  1.263  -4.716  -2.039  -1.094
C  1.895  -3.708  0.479  0.933
N  0.825  9.301  2.606  -0.656
C  4.772  1.125  -0.383  -2.174
H  -7.355  3.461  -0.653  0.381
C  4.410  -1.573  -1.399  -2.213
N  2.160  -1.513  -0.412  1.428
H  -0.497  2.333  -4.956  0.285
N  -4.711  -0.157  0.034  0.293
H  1.551  -5.691  1.186  0.368
H  3.145  1.034  4.179  0.420
C  -4.947  -3.045  -0.070  -0.661
H  1.706  7.998  1.284  0.384
H  -2.922  5.259  0.618  0.572
S  -2.358  6.113  3.335  -0.307
C  -0.041  7.106  2.134  -0.144
C  -6.289  3.476  -0.398  -1.091
H  -2.216  3.212  -0.613  0.054
H  2.047  -3.879  2.612  0.432
C  2.172  -3.124  1.835  -1.228
C  -3.726  -2.463  0.233  0.750
H  -2.843  -2.079  2.840  0.333
H  -7.801  2.783  1.530  0.417
C  -7.231  -0.308  2.772  -0.974
C  -0.507  -0.669  3.642  0.332
C  2.610  4.636  2.509  -1.008
C  -2.953  -0.991  2.771  -0.152
K  -0.092  0.072  -0.216  1.099
H  3.005  3.384  4.209  0.371
C  -5.074  -4.420  -0.224  -1.167
N  1.841  1.579  -4.666  -0.687
C  -2.599  -3.292  0.356  -0.224
H  -6.142  4.109  0.485  0.380
H  1.076  2.999  -1.280  -0.026
N  2.580  0.702  -2.842  0.279
C  2.797  2.226  2.428  0.893
H  1.921  4.552  -1.422  0.494
C  -1.810  4.713  2.383  -0.587
H  5.532  0.558  0.159  0.401
O  0.023  -0.458  2.511  -0.066
C  1.517  -2.452  -3.107  -0.754
C  0.841  1.373  -3.807  0.262
C  -5.706  0.147  0.940  0.567
C  1.577  -5.048  0.313  -1.110
H  2.769  3.012  -1.670  0.248
C  2.366  4.660  1.144  -1.386
H  0.753  -1.685  -2.969  0.016
O  0.064  -1.083  4.664  -0.884
H  -4.471  0.614  -0.590  0.732
H  -0.590  3.871  3.948  0.505
H  -2.925  -0.735  -0.618  -0.197
O  -1.368  -2.788  0.594  0.233
N  2.924  1.141  -4.009  -1.191
H  -4.037  -6.300  -0.222  0.409
H  0.999  -6.603  -1.053  0.396
C  -7.817  0.934  2.635  -0.753
N  -0.456  1.718  -4.161  -0.057
C  2.999  0.901  3.107  -1.207
C  -7.357  1.803  1.641  -0.458
H  2.446  -1.906  -3.272  0.183
C  -6.324  1.417  0.810  0.555
H  -0.003  1.865  2.570  0.544
H  1.281  -3.018  -4.009  0.473
H  0.077  6.183  1.584  0.311
C  -0.626  2.660  2.172  -1.012
H  -1.953  8.707  4.408  0.362
C  -1.158  8.510  3.700  -0.481
C  -2.719  -4.668  0.193  -0.890
C  -3.953  -5.227  -0.093  -0.442
H  -0.233  10.419  3.971  0.341
C  3.244  -0.931  -0.702  0.573
H  -1.823  -5.269  0.282  0.427
H  3.190  -2.730  1.899  0.278
C  2.822  3.419  3.141  -1.249
H  4.622  -1.013  -2.311  0.393
C  1.924  -2.881  -0.651  -1.213
H  1.498  -2.289  2.051  0.175
C  2.553  2.273  1.048  -1.051
C  -2.006  -0.318  3.763  -0.964
H  3.872  0.381  2.703  0.256
H  2.204  5.606  0.637  0.525
H  -2.430  0.405  1.346  -0.535
H  -1.479  -1.893  1.005  -0.369
C  -1.572  1.806  -3.344  0.329
N  -2.670  -0.578  1.397  0.442
C  -3.522  -0.960  0.275  0.335
H  0.990  -5.100  -3.016  0.366
N  -3.073  1.491  -1.904  0.062
C  0.878  8.133  1.972  -0.417
C  2.011  3.523  -1.073  -0.971
H  -8.622  1.243  3.289  0.349
H  -5.715  3.864  -1.237  0.267
N  1.246  0.834  -2.663  0.132
C  -1.087  7.290  3.025  0.625
H  4.766  2.148  -0.013  0.456
C  -6.191  -0.700  1.931  -0.282
H  -5.745  -1.677  2.054  0.426
C  -0.192  9.465  3.454  -0.350
C  2.323  3.489  0.394  1.680
C  -0.965  3.768  2.939  -0.142
N  -3.502  2.395  -2.728  -0.566
H  -2.108  0.769  3.650  0.167
H  5.300  -1.558  -0.767  0.450
H  2.626  5.559  3.077  0.395
C  3.417  0.497  -0.216  0.386
H  -3.975  -0.752  3.073  0.414

Values from the calculation:
ΔE to the lowest compared entry with this formula, charge and spin: 0.0 kcal per mole
charge: -2
LUMO energy: 3.46 eV
gap between HOMO and LUMO: 6.1649 eV
calculated total energy: -109363.4683 eV
multiplicity: 1
HOMO: -2.71 eV